(A)
Molecular formula: C3H12N2O2
Method: DFT, the ωB97M-V functional and the def2-TZVPD basis

Positions of all 19 atoms, in Å:
N 2.592 -0.969 -1.097
C 1.715 -0.278 -2.109
C 0.767 0.691 -1.370
N 1.398 1.594 -0.373
C -0.325 -0.201 -0.886
O -1.430 0.530 -0.222
H 3.183 -0.344 -0.539
H 3.240 -1.631 -1.611
H 2.354 0.394 -2.700
H 1.124 -0.964 -2.640
H 0.281 1.418 -2.109
H 2.093 0.976 0.060
H 0.654 1.982 0.299
H -0.087 -1.077 -0.224
H -0.882 -0.645 -1.721
H -1.441 -0.015 0.569
O -3.955 -0.931 4.991
H -4.578 -0.689 4.251
H -3.733 -1.838 4.691

Calculated values
* HOMO energy: -0.3396 hartree
* SMILES: NC[C@H](N)CO.O
* frontier orbital gap: 9.80 eV
* E_LUMO: 0.56 eV

---

(B)
Molecular formula: C3H12N2O2
Method: DFT, the ωB97M-V functional and the def2-TZVPD basis

Positions of all 19 atoms, in Å:
N -0.395 1.534 -2.176
C 0.281 0.260 -2.025
N 0.382 -0.108 -0.577
C -0.628 -1.042 -0.083
C -0.089 -2.014 0.938
O -0.095 -1.634 2.317
H -1.306 1.547 -1.749
H 0.081 2.359 -1.837
H -0.475 -0.423 -2.400
H 1.233 0.155 -2.531
H 1.267 -0.309 -0.138
H -1.337 -0.446 0.501
H -1.207 -1.588 -0.836
H -0.786 -2.869 0.926
H 0.929 -2.299 0.669
H -0.621 -0.841 2.418
O 0.657 2.542 1.332
H -0.279 2.595 1.577
H 0.788 1.766 0.761

Calculated values
* HOMO energy: -0.3308 hartree
* SMILES: NCNCCO.O
* frontier orbital gap: 9.75 eV
* E_LUMO: 0.75 eV

---

Verdict on stability: (A) comes out at the bottom.

---

(A)
Molecular formula: C4H11N2O
Method: DFT, the ωB97M-V functional and the def2-TZVPD basis

Positions of all 18 atoms, in Å:
O -1.183 1.721 -0.447
C -0.653 1.344 0.604
N -0.639 2.106 1.732
C 0.042 -0.098 0.539
N 0.948 -0.009 -0.698
C 1.305 -1.144 -1.535
C -1.140 -1.167 0.353
H -1.327 2.908 1.780
H -0.151 1.793 2.572
H 0.909 -0.162 1.445
H 1.732 0.608 -0.628
H 0.121 0.383 -1.274
H 0.403 -1.730 -2.064
H 2.122 -1.698 -1.047
H 1.795 -0.678 -2.354
H -0.889 -2.122 0.823
H -1.456 -1.283 -0.656
H -1.940 -0.775 0.855

Calculated values
* HOMO energy (alpha / beta): -0.8023 / -0.7963 hartree
* multiplicity: 2
* frontier orbital gap (alpha / beta): 12.73 / 7.51 eV
* total charge: +2
* E_LUMO (alpha / beta): -9.10 / -14.16 eV

---

(B)
Molecular formula: C4H11N2O
Method: DFT, the ωB97M-V functional and the def2-TZVPD basis

Positions of all 18 atoms, in Å:
N -1.737 -1.974 0.674
C -1.160 -0.462 0.664
C 0.174 -0.437 -0.130
N 0.787 0.724 -0.391
C 0.585 2.038 0.281
C 1.745 0.607 -1.464
O 0.514 -1.636 -0.320
H -0.909 -2.584 0.771
H -2.196 -2.238 -0.171
H -2.371 -2.299 1.392
H -0.937 -0.449 1.716
H -2.036 0.242 0.589
H -0.241 1.788 1.069
H 1.559 2.252 0.703
H 0.203 2.757 -0.421
H 2.720 0.900 -1.002
H 1.840 -0.445 -1.623
H 1.460 1.217 -2.338

Calculated values
* HOMO energy (alpha / beta): -0.7743 / -0.7659 hartree
* multiplicity: 2
* frontier orbital gap (alpha / beta): 12.44 / 7.62 eV
* total charge: +2
* E_LUMO (alpha / beta): -8.63 / -13.22 eV

---

Verdict on stability: (A) comes out at the bottom.

---

(A)
Molecular formula: C4H26NO8
Method: DFT, the ωB97M-V functional and the def2-TZVPD basis

Positions of all 39 atoms, in Å:
C 1.141 1.709 1.510
C -0.239 1.661 0.803
C -1.406 0.988 1.505
C -2.822 0.933 0.907
O -3.142 -0.469 0.595
N 1.731 0.356 1.292
H 1.028 1.826 2.610
H 1.817 2.490 1.195
H -0.603 2.699 0.633
H -0.040 1.218 -0.191
H -1.552 1.447 2.506
H -1.168 -0.026 1.789
H -3.529 1.257 1.682
H -3.178 1.522 0.093
H -3.798 -0.687 1.261
H 1.625 0.084 0.314
H 1.339 -0.433 1.850
H 2.635 0.335 1.764
H 3.173 -0.024 -2.029
H 1.659 0.021 -1.997
O 2.434 0.266 -1.453
H -0.337 -2.520 1.339
H 0.544 -2.547 2.502
O -0.048 -1.925 2.055
H 0.116 -2.010 -1.455
H 1.523 -2.239 -2.003
O 1.022 -2.198 -1.182
H 2.197 -2.028 0.472
H 3.672 -2.379 0.789
O 2.859 -2.045 1.188
H -2.721 -1.733 -1.199
H -1.779 -2.737 -2.002
O -1.889 -1.831 -1.660
H 0.003 2.343 -1.785
H -1.184 3.032 -2.397
O -0.275 2.776 -2.604
H -0.812 -0.207 -2.659
H -0.071 1.015 -3.114
O 0.075 0.058 -2.926

Calculated values
* HOMO energy: -0.5056 hartree
* frontier orbital gap: 11.24 eV
* total charge: +1
* E_LUMO: -2.52 eV

---

(B)
Molecular formula: C4H26NO8
Method: DFT, the ωB97M-V functional and the def2-TZVPD basis

Positions of all 39 atoms, in Å:
C -0.169 2.301 2.453
C -0.561 1.141 3.452
C -0.143 -0.216 3.099
C -0.376 -0.334 1.805
N 0.372 -1.352 0.981
H -0.681 3.208 2.657
H -0.182 2.199 1.344
H 0.877 2.650 2.533
H -1.622 1.159 3.825
H -0.008 1.627 4.348
H 0.589 -0.750 3.739
H -1.145 0.260 1.128
H -0.083 -2.315 1.161
H 0.261 -1.271 -0.159
H 1.361 -1.425 1.267
H -2.618 -2.923 1.166
H -1.802 -4.185 1.633
O -1.758 -3.196 1.171
H -3.752 0.457 -0.004
H -3.923 1.182 1.183
O -3.509 0.416 0.897
H 1.750 1.155 -3.882
H 2.484 1.059 -2.610
O 1.595 1.018 -3.043
H 0.799 -2.180 -4.087
H 0.927 -0.715 -3.422
O 1.198 -1.694 -3.410
H 0.802 2.539 -2.075
H 0.704 4.113 -2.488
O 0.936 3.407 -1.841
H 3.534 -0.119 0.364
H 3.059 -1.347 -0.420
O 3.166 -0.944 0.411
H -0.579 2.022 -2.678
H -1.543 0.991 -3.110
O -1.073 1.221 -2.440
H 0.455 -3.810 -1.465
H 0.476 -2.507 -2.125
O 0.182 -2.842 -1.357

Calculated values
* HOMO energy: -0.4622 hartree
* frontier orbital gap: 9.97 eV
* total charge: +1
* E_LUMO: -2.61 eV

---

Verdict on stability: (B) comes out at the bottom.

---

(A)
Molecular formula: C4H7FO
Method: DFT, the ωB97M-V functional and the def2-TZVPD basis

Positions of all 13 atoms, in Å:
C -0.809 0.147 1.862
C -0.564 -0.349 0.581
C -0.245 0.411 -0.586
C 0.619 -0.164 -1.817
H -0.499 -0.516 2.703
H -1.727 -0.008 1.968
H -0.703 1.322 1.921
H -0.070 1.441 -0.565
H 0.030 -1.249 -2.584
H 0.534 0.624 -2.601
H 2.169 0.129 -0.022
O 2.110 -0.151 -1.384
F -0.846 -1.635 0.526

Calculated values
* HOMO energy: -0.3338 hartree
* frontier orbital gap: 9.31 eV
* E_LUMO: 0.23 eV

---

(B)
Molecular formula: C4H7FO
Method: DFT, the ωB97M-V functional and the def2-TZVPD basis

Positions of all 13 atoms, in Å:
C -1.824 -0.687 -0.091
C -0.624 0.042 0.366
O -0.429 1.435 0.000
C 0.497 0.393 -0.477
C 1.877 0.488 0.095
F 2.499 -0.758 -0.014
H -2.318 -0.379 -1.009
H -1.627 -1.774 -0.179
H -2.613 -0.627 0.674
H -0.320 -0.120 1.377
H 0.477 0.152 -1.505
H 2.568 1.151 -0.419
H 1.838 0.683 1.182

Calculated values
* HOMO energy: -0.3909 hartree
* SMILES: C[C@@H]1O[C@H]1CF
* frontier orbital gap: 11.78 eV
* E_LUMO: 1.14 eV

---

(C)
Molecular formula: C4H7FO
Method: DFT, the ωB97M-V functional and the def2-TZVPD basis

Positions of all 13 atoms, in Å:
C -1.477 0.566 -0.577
C -0.955 -0.811 -0.016
O 0.328 -0.972 -0.281
C 1.060 -0.121 0.317
C 2.282 0.265 0.198
F 3.103 -0.311 -0.729
H -1.209 1.474 0.152
H -2.603 0.442 -0.686
H -0.961 0.873 -1.646
H -1.112 -0.778 1.146
H -1.581 -1.791 -0.176
H 0.321 0.367 1.163
H 2.805 0.798 1.137

Calculated values
* HOMO energy: -0.3301 hartree
* SMILES: CCO/C=C\F
* frontier orbital gap: 9.95 eV
* E_LUMO: 0.97 eV

---

(D)
Molecular formula: C4H7FO
Method: DFT, the ωB97M-V functional and the def2-TZVPD basis

Positions of all 13 atoms, in Å:
C 2.706 0.460 0.172
O 1.751 -0.456 -0.325
C 0.475 -0.017 0.013
C -0.611 -0.736 0.040
C -2.088 -0.418 0.096
F -2.325 0.942 -0.101
H 2.593 1.379 -0.317
H 2.795 0.432 1.285
H 3.644 0.073 -0.170
H 0.542 1.084 0.080
H -0.343 -1.827 0.229
H -2.549 -0.708 1.096
H -2.657 -1.000 -0.620

Calculated values
* HOMO energy: -0.3318 hartree
* SMILES: CO/C=C/CF
* frontier orbital gap: 10.09 eV
* E_LUMO: 1.06 eV

---

Verdict on stability: (A) comes out at the bottom.

---

(A)
Molecular formula: C4H7FO
Method: DFT, the ωB97M-V functional and the def2-TZVPD basis

Positions of all 13 atoms, in Å:
C -1.011 -0.621 -0.906
C -0.218 0.218 0.030
O -0.859 1.387 0.390
C 0.768 -0.335 1.008
C 1.232 0.515 -0.209
F 1.988 -0.210 -1.133
H -0.703 -1.686 -1.092
H -2.067 -0.585 -0.543
H -1.099 -0.068 -1.824
H -1.489 1.235 1.172
H 0.968 -1.425 1.046
H 0.848 0.076 2.037
H 1.642 1.500 0.024

Calculated values
* HOMO energy: -0.3673 hartree
* SMILES: C[C@@]1(O)C[C@H]1F
* frontier orbital gap: 10.85 eV
* E_LUMO: 0.86 eV

---

(B)
Molecular formula: C4H7FO
Method: DFT, the ωB97M-V functional and the def2-TZVPD basis

Positions of all 13 atoms, in Å:
C 0.241 -1.266 -1.248
C 0.708 0.019 -0.689
O 1.109 0.924 -1.427
C 0.504 0.343 0.790
C -0.883 0.875 1.072
F -1.878 0.044 0.547
H 0.934 -1.480 -2.059
H -0.676 -0.959 -1.788
H -0.011 -2.083 -0.513
H 1.112 1.226 0.954
H 0.789 -0.485 1.503
H -0.982 1.863 0.601
H -0.967 0.979 2.258

Calculated values
* HOMO energy: -0.3612 hartree
* SMILES: CC(=O)CCF
* frontier orbital gap: 10.71 eV
* E_LUMO: 0.88 eV

---

(C)
Molecular formula: C4H7FO
Method: DFT, the ωB97M-V functional and the def2-TZVPD basis

Positions of all 13 atoms, in Å:
C 0.339 2.058 -0.680
C 0.069 0.517 -0.634
C 0.618 -0.161 0.618
O 1.266 -1.338 0.336
C -0.868 -0.010 0.389
F -1.500 -1.158 -0.067
H -0.090 2.483 -1.604
H 0.031 2.672 0.106
H 1.374 2.423 -0.848
H 0.213 -0.193 -1.378
H 1.049 0.541 1.331
H 1.448 -1.741 1.212
H -1.601 0.514 0.932

Calculated values
* HOMO energy: -0.3521 hartree
* SMILES: C[C@H]1[C@H](O)[C@@H]1F
* frontier orbital gap: 10.45 eV
* E_LUMO: 0.87 eV

---

Verdict on stability: (C) comes out at the bottom.

---

(A)
Molecular formula: Br3OP
Method: DFT, the ωB97M-V functional and the def2-TZVPD basis

Positions of all 5 atoms, in Å:
O -1.523 -1.162 0.436
P -2.098 -0.415 -0.654
Br -2.025 1.760 -0.052
Br 3.788 -0.332 -0.422
Br 1.858 0.150 0.693

Calculated values
* HOMO energy: -0.3758 hartree
* SMILES: O=PBr.BrBr
* frontier orbital gap: 8.82 eV
* E_LUMO: -1.40 eV

---

(B)
Molecular formula: Br3OP
Method: DFT, the ωB97M-V functional and the def2-TZVPD basis

Positions of all 5 atoms, in Å:
O -0.888 0.755 0.866
P -0.573 0.356 -0.492
Br -0.786 -1.823 -0.380
Br 3.372 -1.803 -0.351
Br 2.294 -1.396 -2.292

Calculated values
* HOMO energy: -0.3795 hartree
* SMILES: O=PBr.BrBr
* frontier orbital gap: 8.79 eV
* E_LUMO: -1.54 eV

---

Verdict on stability: (B) comes out at the bottom.